Entry 1:
Formula: C29H57BrCl24N3S
Source: the OMol25 dataset
Level of theory: wB97M-V/def2-TZVPD

Geometry as XYZ:
```
115
Properties=species:S:1:pos:R:3:forces:R:3
H 6.220976 -10.053621 -0.260237 0.0 0.0 0.0
H 5.793348 1.921885 3.834750 -0.1 0.0 0.0
Cl -4.145959 1.621592 3.576199 -0.1 0.0 0.0
C -10.366234 1.526141 1.030760 0.0 -0.1 0.0
Cl 8.222571 3.584210 1.647659 0.0 0.0 0.0
C 4.233256 0.268653 -2.241513 -0.5 -0.1 0.7
H -7.672334 6.123816 6.169683 0.0 -0.1 0.1
C -4.384608 -0.370544 -7.230179 0.0 0.0 -0.1
H -1.565248 1.460847 3.385356 0.0 -0.1 0.0
Cl 7.551580 -8.182214 0.224397 -0.1 -0.4 0.2
C 6.902052 4.049233 -0.704658 0.0 0.1 -0.1
H 1.555887 -7.013859 -1.246616 0.0 0.0 0.0
C 1.758268 0.108820 -1.509326 1.1 -2.0 -0.2
C 2.901674 -0.385447 -2.047790 0.9 0.8 -0.3
H 8.275766 5.415395 0.188723 -0.1 0.0 0.0
H 1.593053 1.087383 -1.111341 -0.5 -0.1 0.2
N 2.700570 -1.707677 -2.404256 -0.6 0.8 0.5
C -9.229714 7.258033 7.139479 -0.1 0.1 0.0
H -0.562420 1.829246 1.981621 0.1 0.0 0.0
H -2.763625 3.095940 4.771848 0.0 0.0 0.1
C 4.832615 -8.469265 0.063882 0.0 -0.1 -0.1
Cl 1.416581 -9.363784 -1.180510 0.0 0.0 -0.1
Cl -6.763697 6.804448 8.237705 0.0 0.0 0.0
C -0.313101 -0.152710 2.790716 -0.2 -0.1 0.0
H 6.180558 1.773844 2.119121 0.0 -0.1 0.0
Cl 6.763487 2.332566 -1.180673 0.3 0.6 0.0
Cl -6.890230 0.935022 -0.521421 0.0 0.0 0.0
Cl -5.066827 1.124490 -7.911984 0.0 0.0 0.0
Cl 7.036195 -4.623624 -3.140611 0.0 0.0 0.0
C -4.681867 -0.507739 -5.759698 -0.1 -0.2 -0.1
C -0.816883 2.766913 -5.053969 -0.2 0.1 0.0
H 4.055113 1.339620 -2.148404 0.2 0.1 0.0
C -7.785459 7.009827 6.789509 0.0 0.0 -0.2
C -0.583022 1.319722 2.942803 -0.1 0.1 -0.1
H 1.258317 3.373981 -5.033512 0.0 -0.1 0.0
Cl 1.188600 -0.465653 1.875858 0.0 -0.1 0.0
Cl -1.018370 -7.389651 -2.538107 0.1 0.1 0.0
H -4.373402 4.696693 5.616255 0.0 0.0 0.0
Cl 3.573277 1.795677 0.901893 -0.1 0.2 -0.1
H 3.995075 -9.164503 0.068049 0.0 0.0 0.0
H 4.897398 -8.015081 -0.922156 0.0 0.0 0.0
C 0.512501 2.943594 -4.370411 -0.1 0.1 -0.1
Cl 7.347848 -3.813576 0.144929 -0.1 -0.1 0.1
Br 0.756379 -3.729524 -2.295341 -0.1 0.3 0.0
H 6.084580 -9.576888 1.433743 0.0 0.1 0.0
H 6.757235 -1.467650 -0.933493 0.3 -0.1 -0.3
N 6.165728 -1.220050 -1.722794 -0.4 0.7 0.5
C 8.181395 4.341837 0.035494 0.1 0.1 -0.1
H -3.516692 3.887140 3.383838 -0.1 0.0 0.0
H -9.294222 1.483093 0.861360 0.0 0.1 0.0
Cl -0.680407 1.868876 -6.581643 0.0 -0.1 0.0
C 4.113013 2.210723 2.551553 0.1 0.1 0.3
H -3.314009 -0.370367 -7.421078 0.0 0.1 0.0
H -4.382188 3.065416 -2.177088 0.0 0.0 0.1
C -10.694549 1.433750 2.498139 -0.1 -0.1 0.0
H 6.027238 4.299290 -0.108742 0.0 -0.1 0.0
H 5.638717 -2.074615 -1.883670 0.4 -0.2 -0.2
C 5.430646 1.557223 2.875071 0.1 0.0 0.0
H -9.333047 8.081382 7.841686 0.0 0.0 0.1
C -4.746829 3.785685 5.151375 0.0 0.1 0.1
C 0.962913 -7.719219 -0.668224 0.0 0.1 0.1
H 9.049568 3.995507 -0.519136 0.0 -0.1 0.0
H 1.241017 -7.624535 0.380617 0.0 0.0 0.0
H 9.070436 -5.640912 -2.556837 -0.1 0.0 0.0
C -6.186499 2.406632 -1.239945 -0.1 0.1 0.0
H -1.127585 -0.615080 2.234039 0.0 0.0 0.0
H 4.211302 3.294113 2.595947 0.1 0.0 -0.1
H 4.578211 -0.841009 -0.428128 -0.1 0.4 0.2
H -0.229817 -0.650741 3.753018 0.1 0.0 0.0
C 1.453841 -2.030253 -2.069567 0.2 -1.2 -0.2
H -1.518772 2.237938 -4.413689 0.0 -0.1 0.0
H -1.398081 -0.830316 -2.088192 0.3 0.1 0.0
C 8.487940 -4.832432 -2.118656 0.2 0.0 0.0
C 5.180243 -0.269162 -1.145160 0.0 -0.9 0.0
C 6.100189 -9.206367 0.412273 0.0 -0.1 0.0
H 7.454561 -6.037486 -0.660721 0.1 0.5 0.0
H 3.400157 -2.308158 -2.812189 -0.1 -0.2 -0.1
Cl -3.692049 2.003247 -0.196123 0.1 -0.1 0.0
H -4.358877 -1.485093 -5.405779 0.1 0.0 0.0
S -0.732844 -0.836980 -0.913487 -0.2 -0.2 0.2
H -1.240530 3.739606 -5.299074 0.1 0.0 0.0
H -6.773387 2.643540 -2.125747 0.0 0.0 0.0
Cl 0.595869 2.122000 4.015626 0.0 0.0 0.0
Cl -3.807627 0.714078 -4.790287 0.0 0.0 0.1
H 5.658023 0.530787 -0.574857 -0.2 -0.5 -0.4
Cl -10.977881 3.028764 0.291383 0.0 0.0 0.0
H -7.388208 7.863397 6.242301 0.0 0.0 0.0
Cl 1.140154 1.384141 -3.751790 -0.2 0.7 -0.7
H -5.006079 3.081834 5.938081 0.0 0.0 -0.1
H 4.622752 0.065848 -3.239034 0.1 0.0 0.0
H 6.873398 4.634067 -1.622611 0.0 0.0 0.0
H -6.297170 3.218977 -0.525893 0.0 -0.1 0.1
H 3.332055 1.907746 3.244085 0.0 -0.1 -0.1
H -10.833403 0.698387 0.499144 0.0 0.0 0.0
Cl 4.446273 -7.180009 1.235674 0.0 0.1 0.0
H -1.110091 -8.220701 -0.332498 0.0 -0.1 -0.1
Cl -9.801533 2.634916 3.464557 0.0 0.0 0.0
H -10.412859 0.451246 2.873479 0.0 0.0 0.0
H -4.628767 1.321561 -2.256532 0.0 -0.1 0.1
Cl -6.243901 4.219589 4.288825 0.0 0.0 0.0
C 8.128617 -5.179641 -0.697908 -0.1 -0.1 -0.2
H -5.743284 -0.401411 -5.552563 0.0 0.1 0.0
N 0.864898 -0.972295 -1.537764 -0.7 1.1 0.4
C -4.746552 2.198323 -1.628154 0.0 0.1 -0.1
Cl -10.002725 5.821997 7.856138 0.0 0.0 0.0
H -9.786705 7.501742 6.236255 0.0 0.0 0.0
H -4.832341 -1.203128 -7.770237 0.0 0.0 0.0
H 9.028909 -5.422493 -0.135405 0.0 0.0 0.0
C -3.698777 3.224932 4.227067 0.2 0.1 0.0
H 0.399197 3.599703 -3.508923 0.0 -0.1 0.0
H -0.760283 -6.491986 -0.383947 0.0 0.0 0.0
Cl 5.277462 -0.215102 3.008283 0.0 0.0 -0.1
H 9.072301 -3.917442 -2.175565 -0.1 0.1 0.0
C -0.514127 -7.457058 -0.824967 0.0 0.0 0.1
H -11.756089 1.580467 2.680536 0.0 0.1 0.0
```
Positions in Å, forces in eV/Å.

The charge is +1. For the orbital gap, the calculation gives 9.2 eV. For the total energy, the calculation gives -416880.491 eV. The calculation puts the LUMO energy at -2.4 eV. The HOMO energy is -0.427 hartree.

Löwdin population analysis, charges in e, atoms 1 to 5:
1. H 0.078
2. H 0.080
3. Cl 0.551
4. C -0.676
5. Cl 0.575


Entry 2:
Formula: C36H37N6NiOSSeSi
Source: the OMol25 dataset
Level of theory: wB97M-V/def2-TZVPD

Geometry as XYZ:
```
84
Properties=species:S:1:pos:R:3:forces:R:3
H 4.038921 2.034899 -0.085922 0.0 0.0 0.0
H 5.658852 0.049582 4.385967 0.0 0.0 -0.1
Si -2.125815 -1.075452 -0.525621 0.1 0.0 -0.2
H 0.387353 4.726914 1.463757 0.0 0.0 0.0
C 2.624362 0.286562 1.882396 -0.4 -0.2 0.1
C 4.126123 -0.668398 0.049848 0.2 0.1 -0.1
C -4.709258 0.131730 -1.264053 0.1 0.1 0.1
Ni 0.867690 -0.127866 0.997054 0.3 -0.4 0.2
C -3.955076 -3.296808 -0.419642 0.1 0.0 0.1
H -3.495690 3.728088 -0.546452 0.0 0.0 0.0
H -5.358564 -4.923566 -0.374642 0.0 0.0 0.0
H -6.594220 1.035441 -1.767824 0.0 0.0 0.0
H 2.073030 2.141716 -3.836442 0.0 0.0 0.1
N 1.428109 -1.892308 0.570853 -0.1 0.3 0.1
H 1.678421 0.201302 -2.291043 0.0 0.1 0.0
O -0.952599 -0.444767 0.309258 0.3 0.0 0.4
C 4.923082 -0.353750 2.401746 -0.1 0.1 0.0
C -0.346733 3.930526 1.577783 -0.1 0.2 -0.3
H 3.458984 1.377727 -1.632772 1.0 0.0 0.4
C -5.147448 2.503697 -1.167770 0.1 -0.1 0.0
C -2.896916 -2.756496 1.663522 0.0 0.0 0.0
H -2.159957 -2.184371 2.229799 -0.2 -0.1 -0.1
H -0.600989 3.850944 2.630179 0.0 0.0 0.1
H -5.083111 -5.326017 2.053839 0.0 0.0 0.0
C -4.679152 -4.308147 0.203162 0.1 0.1 0.1
N 4.977511 0.232452 -0.759800 -0.1 0.0 0.0
C -0.631084 -2.746505 -4.647540 0.0 0.0 0.1
C -3.390194 0.317689 -0.826895 -0.2 0.2 0.0
H 6.811738 -0.590346 -0.197388 0.0 0.0 0.0
H 1.127041 4.700397 -0.522641 0.0 0.0 -0.1
H -1.239869 4.229382 1.016938 0.0 0.0 0.0
C -0.924102 -2.974205 -2.265212 0.0 0.1 -0.1
H 4.564339 -1.669007 0.018142 0.1 0.0 0.0
C -4.519212 -4.539026 1.566066 0.1 0.1 0.0
H -1.947153 1.793236 -0.251512 -0.2 0.0 -0.1
H 5.815114 -0.905579 2.115645 0.0 0.1 -0.1
H -1.463509 -0.972670 -5.528882 0.0 0.0 0.0
H 1.911812 4.435642 -2.882990 -0.1 0.0 0.0
H 6.906037 0.887029 -1.162373 0.0 0.0 0.0
C 3.679870 0.843090 4.046798 0.0 0.0 -0.1
H -4.066250 -3.153414 -1.493244 0.0 0.0 0.1
C 1.795626 2.305335 -2.801857 -0.3 -0.2 -0.3
H -0.755637 -3.549630 -1.355549 0.0 0.1 -0.1
C 6.358032 0.391487 -0.354630 -0.1 -0.2 0.0
C -5.578593 1.207300 -1.431795 0.2 0.0 0.0
C 0.976888 2.589539 -0.223386 -0.3 0.5 1.0
N -2.656084 0.355230 3.594953 -0.4 -0.2 -0.1
C 2.603887 0.871052 3.162684 -0.1 0.1 0.0
Se 2.029173 -4.734084 0.035556 0.0 0.0 -0.1
H -1.795238 2.112034 2.293893 -0.3 0.1 -0.1
H -2.318569 -0.089981 -3.386641 0.1 -0.1 0.0
C 1.563013 1.228868 -1.951849 -0.6 -0.2 0.0
C -2.978137 1.634649 -0.576294 0.0 0.0 0.0
N 0.011277 1.545320 1.634638 -0.6 -2.0 0.6
H 1.696999 1.350132 3.517975 0.0 -0.1 0.0
N 1.197340 1.384366 -0.690183 -0.3 -0.8 -1.0
C -0.433809 -3.464808 -3.470679 -0.1 0.1 0.0
C 4.344696 1.512371 -1.009444 0.2 -0.1 0.1
H -0.250010 -3.128584 -5.587630 0.0 0.0 0.0
H 5.038147 2.159747 -1.551332 0.0 0.0 0.0
C -1.607827 -1.748670 -2.205857 0.1 -0.1 -0.3
C 4.838758 0.170108 3.685069 -0.1 0.0 -0.1
C -1.789797 -1.041231 -3.402064 0.0 -0.1 0.1
C -1.311871 -1.534767 -4.614279 0.0 0.0 0.1
C -3.840975 2.717770 -0.742346 0.0 -0.2 0.0
H -5.071398 -0.873658 -1.466195 0.0 0.1 0.0
N -1.039638 1.486469 2.497248 0.6 -0.7 0.9
C -3.064072 -2.486135 0.299882 -0.1 -0.2 0.1
H 3.589670 1.299094 5.030685 0.0 -0.1 -0.1
H 0.112314 -4.399788 -3.483991 0.0 0.0 0.0
S -0.297956 -0.864696 3.591723 0.0 0.1 0.2
H -3.311618 0.719354 2.910593 0.1 -0.1 0.1
H -3.466539 -3.962170 3.348399 0.0 0.0 0.0
H 3.169908 -0.725695 -0.460964 0.0 -0.1 -0.1
H -5.825148 3.340403 -1.293318 0.0 0.0 0.0
C 1.258149 3.716000 -0.956173 0.2 0.8 -0.4
C -1.344764 0.324553 3.208032 0.2 0.6 -0.5
C 1.683757 3.567094 -2.278041 -0.1 0.4 0.3
C 0.224738 2.641860 1.083177 0.9 2.0 -1.3
C 3.872271 -0.231767 1.481797 0.0 -0.1 0.0
H -2.944010 -0.534059 3.972491 -0.1 0.0 0.1
H 6.497029 0.983425 0.559509 0.0 0.0 0.1
C 1.667041 -3.004748 0.361023 0.0 -0.2 0.0
C -3.618530 -3.768437 2.293084 0.0 0.1 -0.2
```
Positions in Å, forces in eV/Å.

The charge is -1. For the orbital gap (spin up / spin down), the calculation gives 6.4 / 6.4 eV. For the total energy, the calculation gives -174025.607 eV. The relative energy (zero: lowest compared OMol25 entry of this formula, charge and spin) is 14.51 kcal/mol. The calculation puts the LUMO energy (spin up / spin down) at 2.0 / 2.0 eV. The HOMO energy (spin up / spin down) is -0.161 / -0.161 hartree.

Löwdin population analysis, charges in e, atoms 1 to 5:
1. H 0.096
2. H 0.088
3. Si 0.423
4. H 0.080
5. C -0.121


Q: Look up the charge of the first one.
A: +1


Q: Among the records above, which one has the highest charge?
A: C29H57BrCl24N3S


Q: What is the charge in the second record?
A: -1